Here is a structure of composition C39H33AuClN13S3 in a non-equilibrium geometry from OMol25. Energies are from ωB97M-V/def2-TZVPD.

Summary:
**HOMO-LUMO gap**: 5.486 eV
**LUMO**: -1.178 eV
**Net charge**: 0

Each line ends with the Mulliken charge.
Positions of all 90 atoms, in Å:
Au 2.17482 -2.20717 -0.03049  0.886
N 4.26215 -1.79383 2.77809  -0.022
C 4.78103 -1.89834 1.50795  0.355
N 6.05457 -1.68817 1.21694  -0.498
N 6.15538 -1.88335 -0.10532  -0.645
N 5.02125 -2.18821 -0.61498  -0.419
N 4.11123 -2.22418 0.38550  0.597
C 2.93360 -1.67692 3.11547  0.340
N 2.50228 -1.35487 4.33500  -0.709
N 1.16798 -1.36964 4.23569  -0.864
N 0.81360 -1.67301 3.03318  -0.071
N 1.91136 -1.87586 2.28454  0.445
H 4.92248 -1.60278 3.51163  0.253
N 0.36787 -2.15135 -0.74784  -0.593
S -1.02098 -1.84674 -0.38159  1.883
N -1.41690 -0.34676 0.16653  0.250
S -1.10737 0.99434 -0.60798  1.495
N 0.34730 1.29850 -1.04635  -0.386
S 1.78083 1.02027 -0.29636  1.801
N 2.47278 -0.25901 -0.47322  -1.284
C 1.71497 1.64340 1.40400  0.282
C 0.71508 1.25426 2.27701  0.736
C 0.76034 1.69274 3.59243  -1.214
C 1.79529 2.50408 4.02280  -0.745
C 2.80452 2.87178 3.14513  -0.931
C 2.77283 2.43735 1.83160  -0.120
C 2.74722 2.26035 -1.15097  -0.579
C 2.40890 3.60338 -1.06436  0.087
C 3.15895 4.52893 -1.76977  -0.969
C 4.23149 4.10684 -2.54505  -0.520
C 4.56055 2.76016 -2.61573  -0.789
C 3.81277 1.82519 -1.91582  -0.496
C -1.68420 2.23964 0.47853  0.954
C -1.27949 3.54380 0.19844  -0.978
C -1.80368 4.58719 0.93179  -0.838
C -2.75234 4.33863 1.91862  -0.621
C -3.16955 3.03718 2.16926  -0.718
C -2.64494 1.98027 1.45144  -0.292
C -2.05740 1.16058 -2.07353  -0.030
C -1.49480 1.59116 -3.26878  -0.363
C -2.32030 1.79993 -4.35636  -0.781
C -3.69126 1.61039 -4.24856  -0.538
C -4.24798 1.24372 -3.02769  -0.808
C -3.43833 1.02998 -1.93328  -0.627
C -1.96782 -2.26928 -1.83202  -0.138
C -1.30781 -2.34416 -3.04920  -0.432
C -2.02543 -2.68186 -4.18235  -0.820
C -3.38488 -2.96280 -4.09118  -0.506
C -4.02895 -2.90229 -2.86471  -0.937
C -3.32583 -2.54245 -1.72775  -0.215
C -1.76234 -2.82043 0.92031  0.409
C -1.99598 -4.15886 0.63678  -0.565
C -2.53453 -4.97057 1.61878  -0.801
C -2.82691 -4.44063 2.86980  -0.544
C -2.56502 -3.10691 3.14639  -0.718
C -2.03365 -2.28270 2.16720  -0.289
H -0.06081 0.58481 1.95509  0.632
H -0.00208 1.36506 4.28418  0.446
H 1.82643 2.83525 5.05186  0.418
H 3.62515 3.48949 3.48346  0.438
H 3.56520 2.69659 1.14279  0.596
H 1.58041 3.91438 -0.44145  0.503
H 2.91247 5.58103 -1.71248  0.429
H 4.81575 4.83469 -3.09215  0.405
H 5.40215 2.43742 -3.21249  0.466
H 4.03559 0.76469 -1.93923  0.499
H -0.56986 3.70249 -0.60276  0.515
H -1.48675 5.60076 0.72759  0.484
H -3.17062 5.15967 2.48380  0.431
H -3.91461 2.85060 2.93064  0.482
H -2.94646 0.95703 1.63286  0.349
H -0.42326 1.73216 -3.32251  0.560
H -1.89714 2.10999 -5.30218  0.470
H -4.33014 1.75388 -5.10899  0.437
H -5.31868 1.11997 -2.93787  0.439
H -3.85014 0.75505 -0.97033  0.493
H -0.24408 -2.14391 -3.07155  0.490
H -1.52502 -2.72947 -5.14032  0.465
H -3.93946 -3.23228 -4.98042  0.429
H -5.08558 -3.12585 -2.79326  0.423
H -3.80935 -2.49217 -0.75983  0.623
H -1.75639 -4.54480 -0.34678  0.575
H -2.72296 -6.01504 1.41166  0.435
H -3.26842 -5.07113 3.62999  0.413
H -2.76832 -2.70502 4.12934  0.463
H -1.81709 -1.24524 2.36458  0.165
Cl 3.25206 -5.14341 0.80383  -0.186
C 1.86861 -4.21684 0.20369  -0.738
H 1.06217 -4.36350 0.91983  0.140
H 1.58646 -4.65720 -0.75018  0.448